[1]
A structure of composition C27H29FIrN3OSTe, computed with ωB97M-V/def2-TZVPD.

E_tot, eV: -58671.3972
HOMO, eV: -6.292
M, g/mol: 782.4
Charge: 0
Multiplicity: 1

```
64
Properties=species:S:1:pos:R:3:mulliken_charge:R:1
Ir -0.187 -0.131 0.089 1.173
C 0.869 -1.180 4.181 -1.553
C 0.989 -0.236 3.017 0.372
O 0.024 0.023 2.287 -0.377
N 2.175 0.366 2.841 0.015
C 2.400 1.303 1.747 -0.576
C 2.920 0.582 0.536 0.645
C 4.184 0.828 0.030 -0.964
C 4.652 0.064 -1.030 -0.495
C 3.854 -0.956 -1.512 -0.974
C 2.594 -1.127 -0.957 -0.537
N 2.107 -0.350 0.010 0.259
H -0.133 -1.598 4.191 0.296
H 1.057 -0.653 5.117 0.445
H 1.597 -1.986 4.087 0.439
H 2.969 0.002 3.343 0.270
H 3.092 2.076 2.076 0.551
H 1.450 1.770 1.501 -0.368
H 4.796 1.600 0.476 0.470
H 5.633 0.245 -1.449 0.428
H 4.189 -1.617 -2.298 0.476
H 1.940 -1.931 -1.269 0.694
C 0.231 -0.732 -2.975 -1.327
N -0.400 0.199 -2.019 0.160
C -1.855 0.175 -2.281 -0.898
C 0.119 1.566 -2.338 -1.446
C -0.173 2.533 -1.229 1.056
C -0.270 3.903 -1.451 -0.717
C -0.514 4.753 -0.385 -0.689
C -0.676 4.216 0.888 -0.819
C -0.592 2.845 1.090 0.044
C -0.320 1.957 0.039 0.137
H -0.066 -0.447 -3.988 0.441
H -0.079 -1.752 -2.780 0.313
H 1.311 -0.660 -2.905 0.422
H -2.043 0.374 -3.343 0.363
H -2.315 0.946 -1.681 -0.151
H -2.267 -0.791 -2.003 0.403
H -0.315 1.877 -3.295 0.535
H 1.200 1.469 -2.480 0.404
H -0.154 4.306 -2.452 0.429
H -0.599 5.820 -0.546 0.374
H -0.888 4.873 1.724 0.437
H -0.763 2.452 2.087 0.370
Te -2.621 -0.307 1.255 -0.021
C -4.358 -0.122 0.074 0.229
C -5.433 -0.966 0.142 -0.604
C -6.559 -0.526 -0.611 -0.362
C -6.330 0.651 -1.251 -0.594
S -4.755 1.233 -0.913 -0.084
H -5.412 -1.884 0.712 0.399
H -7.492 -1.067 -0.672 0.356
H -6.999 1.207 -1.888 0.390
F 0.243 -6.466 0.216 -0.358
C 0.081 -5.118 0.187 0.375
C -0.582 -4.538 -0.868 -0.935
C -0.732 -3.152 -0.883 0.217
C -0.217 -2.294 0.098 -0.230
C 0.416 -2.974 1.155 0.404
C 0.570 -4.354 1.225 -0.735
H -0.978 -5.159 -1.662 0.461
H -1.335 -2.753 -1.693 0.186
H 0.814 -2.408 1.982 -0.102
H 1.049 -4.836 2.069 0.474
```

=====

[2]
A cluster of 2 separate species, C4H9NO3 in total, computed with ωB97M-V/def2-TZVPD.

E_tot, eV: -11923.5822
HOMO, eV: -10.403
M, g/mol: 119.1
Charge: 0
SMILES: O=[NH+][O-].CCC(C)=O
Multiplicity: 1

```
17
Properties=species:S:1:pos:R:3:mulliken_charge:R:1
O 1.774 1.698 -0.914 -0.483
N 1.573 0.849 -1.790 0.816
O 2.232 0.682 -2.819 -0.525
H 0.746 0.253 -1.635 0.145
C -2.097 0.250 -0.363 -1.152
C -1.017 0.229 0.703 -0.397
C 0.148 -0.750 0.383 0.715
C 1.205 -0.917 1.440 -1.189
O 0.219 -1.310 -0.707 -0.645
H -2.505 -0.752 -0.530 0.289
H -1.696 0.610 -1.317 0.280
H -2.916 0.909 -0.061 0.365
H -0.627 1.235 0.889 0.338
H -1.447 -0.116 1.648 0.424
H 1.012 -1.834 2.001 0.362
H 1.214 -0.057 2.114 0.322
H 2.184 -0.981 0.958 0.333
```

=====

[3]
The molecule C6H6, computed with ωB97M-V/def2-TZVPD.

E_tot, eV: -6311.5457
HOMO (spin up / spin down), eV: -8.618 / -8.619
M, g/mol: 78.1
Charge: 0
Multiplicity: 1

```
12
Properties=species:S:1:pos:R:3:mulliken_charge:R:1
C -1.797 0.762 0.134 -1.017
C -0.958 -0.521 0.153 -0.328
C 0.476 -0.402 0.055 0.155
C 1.754 -0.241 -0.022 0.065
C 2.937 -0.356 -0.709 -0.208
C 4.110 -0.372 -1.161 -0.491
H -2.851 0.512 -0.023 0.319
H -1.715 1.296 1.084 0.324
H -1.474 1.427 -0.671 0.339
H -1.136 -1.090 -0.784 0.256
H -1.269 -1.213 0.947 0.335
H 1.923 0.198 0.997 0.250
```

=====

[4]
A structure of composition C27H16Cl3F12GeIMnNO4, computed with ωB97M-V/def2-TZVPD.

E_tot, eV: -204027.8031
HOMO (spin up / spin down), eV: -15.574 / -15.607
M, g/mol: 1007.2
Charge: +3
Multiplicity: 2

```
66
Properties=species:S:1:pos:R:3:lowdin_spin:R:1
Mn 0.704 0.745 0.005 1.034
C -1.835 -2.798 -5.035 -0.021
C -1.302 -2.444 -3.694 -0.094
C -2.043 -2.651 -2.526 -0.005
C -1.560 -2.240 -1.312 -0.045
C -0.343 -1.525 -1.226 -0.072
N 0.101 -1.072 -0.004 -0.028
C 0.142 -1.908 1.020 0.082
C 0.082 -3.338 0.781 0.021
C 0.153 -4.235 1.792 0.021
C 0.312 -3.805 3.126 0.107
C 0.412 -4.762 4.238 0.026
C 0.408 -2.399 3.381 0.029
C 0.348 -1.474 2.396 0.027
C 0.387 -0.002 2.753 0.009
O 0.816 0.805 1.688 0.012
C 1.368 0.338 3.921 0.000
F 0.877 -0.007 5.102 0.000
F 1.619 1.639 3.917 0.001
F 2.519 -0.310 3.712 0.000
C -1.078 0.462 3.062 0.000
F -1.120 1.767 3.274 0.000
F -1.811 0.201 1.959 0.000
F -1.604 -0.191 4.077 0.000
C 0.417 -1.288 -2.411 -0.022
C -0.033 -1.815 -3.589 -0.033
C 1.730 -0.513 -2.314 0.011
O 1.595 0.556 -1.400 0.012
C 2.153 0.173 -3.649 -0.002
F 1.095 0.793 -4.174 0.000
F 3.084 1.085 -3.404 0.000
F 2.616 -0.721 -4.510 -0.001
C 2.887 -1.433 -1.779 -0.001
F 2.778 -1.489 -0.425 0.000
F 4.081 -0.954 -2.055 0.000
F 2.763 -2.667 -2.238 0.000
H -2.695 -3.461 -4.979 -0.001
H -1.065 -3.242 -5.668 -0.004
H -2.154 -1.884 -5.549 -0.010
H -3.013 -3.128 -2.589 0.001
H -2.148 -2.390 -0.413 0.000
H 0.050 -3.690 -0.240 -0.002
H 0.111 -5.294 1.569 0.000
H 0.000 -5.736 3.982 0.002
H -0.043 -4.366 5.148 0.004
H 1.470 -4.926 4.494 0.013
H 0.530 -2.089 4.411 0.000
H 0.565 -1.747 -4.488 -0.001
Cl 2.312 4.911 1.943 0.000
Ge 2.909 3.615 0.459 0.000
Cl 3.319 4.218 -1.462 0.000
Cl 3.822 1.845 1.042 0.000
I -4.384 7.630 0.148 -0.007
C -3.065 6.047 -0.047 -0.004
C -1.693 6.273 0.109 -0.001
C -0.820 5.218 0.022 -0.001
C -1.308 3.922 -0.226 -0.004
C -2.687 3.713 -0.419 -0.001
C -3.559 4.769 -0.325 0.000
C -0.422 2.822 -0.241 0.002
O 0.854 2.877 -0.070 0.000
O -0.849 1.580 -0.401 -0.052
H -1.320 7.271 0.295 0.000
H 0.241 5.387 0.143 0.000
H -3.055 2.719 -0.640 0.000
H -4.619 4.612 -0.468 0.000
```

=====

no.,F_max (hartree/bohr)
1,0.0161
2,0.0418
3,0.0151
4,0.0386